No. 1
DFT (ωB97M-V/def2-TZVPD) results for a 11-piece molecular cluster, C39H99NO11 overall in a non-equilibrium geometry.

Properties
* lowest unoccupied orbital energy (spin up / spin down): 1.99 / 1.95 eV
* energy relative to the best compared isomer or geometry (same formula, charge and spin): 0.0 kcal/mol
* molar mass: 758.2 Da
* E_HOMO (spin up / spin down): 0.455 / -6.327 eV
* HOMO-LUMO gap (spin up / spin down): 1.5 / 8.3 eV

Structure (ORCA input):
```
! wB97M-V def2-TZVPD RIJCOSX def2/J DEFGRID3
* xyz -1 2
C -4.428 8.751 20.367
C -5.866 8.343 20.227
C -6.875 9.437 20.349
O -6.011 7.811 18.925
H -4.009 9.227 19.480
H -3.977 7.802 20.656
H -4.326 9.352 21.271
H -6.253 7.590 20.914
H -7.821 8.900 20.411
H -6.841 10.178 19.549
H -6.665 9.908 21.309
H -6.879 8.134 18.671
C -8.467 3.354 12.314
C -8.248 4.003 13.674
C -8.981 3.235 14.802
O -6.872 3.867 13.762
H -9.480 3.389 11.912
H -8.295 2.278 12.340
H -7.867 3.743 11.492
H -8.568 5.045 13.675
H -8.750 3.906 15.629
H -8.458 2.292 14.958
H -10.039 3.159 14.548
H -6.545 4.441 14.458
C -15.161 10.083 19.527
C -14.714 9.734 18.074
C -13.959 10.942 17.324
O -13.712 8.795 18.284
H -14.611 10.915 19.966
H -15.056 9.261 20.235
H -16.201 10.408 19.567
H -15.509 9.355 17.433
H -13.006 11.311 17.704
H -14.587 11.778 17.016
H -13.838 10.555 16.312
H -13.782 8.202 17.531
C -11.179 5.547 19.735
C -11.690 6.596 20.770
C -11.023 6.515 22.169
O -11.664 7.917 20.311
H -11.599 5.560 18.729
H -11.413 4.505 19.956
H -10.104 5.704 19.648
H -12.731 6.329 20.949
H -11.635 7.055 22.891
H -10.047 6.998 22.228
H -11.018 5.481 22.512
H -12.282 8.008 19.583
C -8.672 12.655 21.592
C -8.668 12.656 20.007
C -9.517 11.560 19.436
O -9.379 13.873 19.700
H -8.374 11.688 21.995
H -9.670 12.814 22.001
H -8.035 13.363 22.122
H -7.650 12.486 19.658
H -10.569 11.839 19.498
H -9.538 10.712 20.121
H -9.178 11.172 18.476
H -10.126 13.952 20.297
C -7.982 7.672 16.272
C -9.265 8.263 17.030
C -10.526 7.662 16.467
O -9.191 7.920 18.468
H -7.128 8.342 16.167
H -8.282 7.420 15.255
H -7.500 6.828 16.767
H -9.293 9.351 16.971
H -10.757 7.997 15.456
H -11.357 7.936 17.116
H -10.605 6.579 16.366
H -10.057 8.039 18.864
C -12.644 8.236 13.358
C -13.877 7.696 12.591
C -13.673 6.316 11.994
O -14.930 7.510 13.571
H -12.401 7.415 14.033
H -12.792 9.144 13.942
H -11.741 8.361 12.761
H -14.157 8.424 11.830
H -13.746 5.519 12.734
H -12.713 6.216 11.488
H -14.361 6.065 11.187
H -15.710 7.177 13.121
C -4.703 7.342 11.864
C -4.404 8.746 12.475
C -4.336 8.734 14.028
O -3.210 9.163 11.911
H -4.043 6.543 12.203
H -4.648 7.290 10.776
H -5.617 6.979 12.335
H -5.119 9.432 12.021
H -3.546 8.129 14.474
H -5.336 8.375 14.269
H -4.246 9.704 14.516
H -2.990 10.028 12.266
C -7.421 8.135 9.800
C -8.414 7.063 10.300
C -8.983 7.283 11.704
O -9.504 7.027 9.401
H -6.464 8.260 10.304
H -7.849 9.137 9.833
H -7.050 7.930 8.796
H -7.866 6.121 10.275
H -8.122 7.188 12.365
H -9.655 6.469 11.975
H -9.422 8.281 11.735
H -10.064 7.746 9.700
C -15.978 5.888 16.204
C -14.484 5.772 16.633
C -13.770 4.523 16.111
O -13.938 6.969 16.180
H -16.512 6.671 16.742
H -16.396 4.956 16.584
H -16.296 5.812 15.164
H -14.530 5.873 17.718
H -13.379 4.532 15.093
H -14.545 3.757 16.123
H -12.871 4.150 16.602
H -14.214 7.146 15.278
C -7.634 11.209 13.595
C -8.929 11.999 13.525
C -9.928 11.075 14.262
C -11.213 11.758 14.698
C -10.862 12.876 15.681
C -9.818 13.917 15.070
N -8.754 13.237 14.336
O -7.790 14.158 13.965
C -10.692 14.786 14.207
C -9.323 14.756 16.255
C -9.334 12.360 12.132
H -7.454 10.581 14.467
H -6.833 11.853 13.234
H -7.451 10.462 12.823
H -10.054 10.177 13.658
H -9.486 10.775 15.212
H -11.806 10.968 15.158
H -11.920 12.083 13.935
H -10.250 12.390 16.441
H -11.743 13.267 16.190
H -11.146 14.162 13.437
H -11.465 15.184 14.866
H -10.015 15.486 13.718
H -10.169 15.288 16.691
H -8.836 14.309 17.121
H -8.701 15.564 15.870
H -9.214 11.569 11.392
H -8.652 13.081 11.682
H -10.374 12.685 12.088
H -7.073 13.941 14.566
*
```

Mulliken atomic charge list, values in e, 8 entries:
1. C -1.54
2. C 0.85
3. C -1.10
4. O -0.58
5. H 0.31
6. H 0.43
7. H 0.35
8. H 0.24

No. 2
DFT (ωB97M-V/def2-TZVPD) results for C7H11N4O4 as an isolated structure in a non-equilibrium geometry.

Properties
* lowest unoccupied orbital energy: -5.67 eV
* energy relative to the best compared isomer or geometry (same formula, charge and spin): 180.4 kcal/mol
* molar mass: 215.2 Da
* E_HOMO: -12.478 eV
* HOMO-LUMO gap: 6.8 eV

Structure (ORCA input):
```
! wB97M-V def2-TZVPD RIJCOSX def2/J DEFGRID3
* xyz 1 1
C 2.285 2.188 -0.797
C 0.404 0.478 0.514
C 1.508 1.351 -1.524
C 0.782 0.266 -0.824
C -1.994 -1.147 2.673
C 1.599 1.288 -2.988
C -2.287 -1.390 4.081
N -0.163 -0.961 2.357
N 0.691 -0.974 -1.343
N -2.766 -0.728 1.756
N 0.087 -0.365 1.400
O 0.942 -1.389 -2.455
O -0.004 -1.939 -0.605
O -2.288 -0.371 0.528
O -4.019 -0.705 1.903
H 2.938 2.852 -1.200
H 2.364 2.124 0.285
H 0.195 1.459 0.679
H 2.626 1.236 -3.312
H 1.190 0.360 -3.290
H 1.062 2.115 -3.449
H -3.276 -0.977 4.210
H -1.629 -0.900 4.897
H -2.337 -2.446 4.283
H -0.069 -2.635 -1.331
H -3.044 -0.017 0.023
*
```

Mulliken atomic charge list, values in e, 8 entries:
1. C -1.30
2. C -0.18
3. C 0.62
4. C 0.46
5. C 0.47
6. C -1.27
7. C -1.02
8. N -0.94

No. 3
DFT (ωB97M-V/def2-TZVPD) results for C3H10N2O2 as an isolated structure in a non-equilibrium geometry.

Properties
* lowest unoccupied orbital energy: 0.31 eV
* energy relative to the best compared isomer or geometry (same formula, charge and spin): 94.6 kcal/mol
* molar mass: 106.1 Da
* E_HOMO: -8.239 eV
* HOMO-LUMO gap: 8.5 eV

Structure (ORCA input):
```
! wB97M-V def2-TZVPD RIJCOSX def2/J DEFGRID3
* xyz 0 1
C -1.200 0.301 -0.722
C -0.502 -0.860 -0.296
C 1.856 1.905 0.723
N -1.115 -1.436 0.892
N -0.018 -1.794 -1.272
O 1.103 1.090 -0.126
O -2.149 0.814 0.032
H -2.200 0.193 0.805
H -0.987 0.821 -1.643
H 0.539 -0.025 0.055
H -1.760 -2.181 0.650
H -0.420 -1.820 1.520
H 0.992 -1.843 -1.280
H -0.345 -1.615 -2.212
H 2.929 1.832 0.489
H 1.567 2.959 0.599
H 1.709 1.660 1.787
*
```

Mulliken atomic charge list, values in e, 8 entries:
1. C -0.51
2. C 0.76
3. C -0.65
4. N -0.67
5. N -0.57
6. O -0.60
7. O -0.52
8. H 0.46

No. 4
DFT (ωB97M-V/def2-TZVPD) results for CaHO as an isolated structure in a non-equilibrium geometry.

Properties
* lowest unoccupied orbital energy: -6.03 eV
* energy relative to the best compared isomer or geometry (same formula, charge and spin): 0.0 kcal/mol
* molar mass: 57.1 Da
* E_HOMO: -14.751 eV
* HOMO-LUMO gap: 8.7 eV

Structure (ORCA input):
```
! wB97M-V def2-TZVPD RIJCOSX def2/J DEFGRID3
* xyz 1 1
Ca 1.543 0.466 0.071
O -0.320 -0.270 -0.189
H -1.223 -0.197 0.118
*
```

Now the Mulliken charges, all in e:
1. Ca 1.63
2. O -0.90
3. H 0.27

No. 5
DFT (ωB97M-V/def2-TZVPD) results for a single O2 molecule in a non-equilibrium geometry.

Properties
* lowest unoccupied orbital energy: -3.50 eV
* energy relative to the best compared isomer or geometry (same formula, charge and spin): 22.2 kcal/mol
* molar mass: 32.0 Da
* E_HOMO: -11.267 eV
* HOMO-LUMO gap: 7.8 eV
* SMILES: O=O

Structure (ORCA input):
```
! wB97M-V def2-TZVPD RIJCOSX def2/J DEFGRID3
* xyz 0 1
O 0.000 0.000 0.690
O 0.000 0.000 -0.690
*
```

Now the Mulliken charges, all in e:
1. O 0.00
2. O 0.00

No. 6
DFT (ωB97M-V/def2-TZVPD) results for C37H54N5O9P2S2V as an isolated structure in a non-equilibrium geometry.

Properties
* lowest unoccupied orbital energy (spin up / spin down): -2.83 / -2.36 eV
* energy relative to the best compared isomer or geometry (same formula, charge and spin): 0.0 kcal/mol
* molar mass: 889.9 Da
* E_HOMO (spin up / spin down): -9.280 / -9.699 eV
* HOMO-LUMO gap (spin up / spin down): 6.4 / 7.3 eV

Structure (ORCA input):
```
! wB97M-V def2-TZVPD RIJCOSX def2/J DEFGRID3
* xyz 1 2
V -0.962 -1.746 0.602
C 0.647 -2.630 -3.015
C 0.766 -2.518 -1.519
O -0.254 -1.947 -0.889
C 1.805 -3.018 -0.832
C 1.886 -3.024 0.658
C 2.267 -4.406 1.192
N 0.706 -2.495 1.316
N 0.833 -2.424 2.641
C -0.246 -1.907 3.168
O -1.207 -1.648 2.322
C -0.342 -1.570 4.588
C 0.602 -2.021 5.509
C 0.510 -1.633 6.834
C -0.506 -0.781 7.249
C -1.451 -0.333 6.337
C -1.374 -0.731 5.013
H 1.625 -2.614 -3.490
H 0.024 -1.825 -3.399
H 0.155 -3.572 -3.266
H 2.617 -3.498 -1.351
H 3.226 -4.715 0.782
H 1.508 -5.125 0.878
H 2.318 -4.370 2.277
H 1.396 -2.672 5.169
H 1.237 -1.990 7.551
H -0.561 -0.459 8.280
H -2.245 0.331 6.652
H -2.104 -0.394 4.290
N -3.496 -2.444 -1.044
C -2.764 -3.561 -0.708
C -3.008 -4.742 -1.419
C -2.374 -5.902 -1.036
C -1.544 -5.878 0.085
C -1.349 -4.680 0.727
N -1.902 -3.523 0.317
C -3.713 -1.286 -0.315
C -4.896 -0.578 -0.544
C -5.150 0.553 0.197
C -4.219 0.958 1.152
C -3.078 0.207 1.309
N -2.825 -0.898 0.597
H -4.081 -2.546 -1.854
H -3.705 -4.732 -2.246
H -2.541 -6.819 -1.583
H -1.057 -6.776 0.433
H -0.745 -4.616 1.621
H -5.593 -0.930 -1.292
H -6.065 1.108 0.043
H -4.381 1.841 1.752
H -2.319 0.477 2.029
C 1.501 3.996 2.196
C 0.435 2.970 1.862
C -0.942 3.419 2.307
O 0.427 2.753 0.411
P 0.722 1.270 -0.073
O -0.066 0.290 0.723
C 0.584 1.410 -1.881
P -1.082 1.516 -2.601
O -2.112 0.604 -2.106
O -1.405 3.053 -2.377
C -2.783 3.513 -2.270
C -3.018 4.577 -3.327
C -2.971 4.044 -0.864
O -0.915 1.278 -4.164
C -0.070 1.910 -5.162
C 0.188 3.386 -4.905
C 1.228 1.132 -5.321
O 2.239 0.971 0.219
C 3.462 1.372 -0.450
C 3.575 2.880 -0.615
C 3.662 0.642 -1.775
H 1.413 4.282 3.244
H 1.371 4.886 1.580
H 2.497 3.590 2.035
H 0.673 2.020 2.347
H -1.191 4.377 1.849
H -0.953 3.532 3.391
H -1.692 2.683 2.021
H 1.086 0.529 -2.283
H 1.118 2.311 -2.181
H -3.444 2.659 -2.435
H -2.261 5.357 -3.236
H -4.003 5.021 -3.187
H -2.969 4.147 -4.327
H -2.245 4.837 -0.678
H -2.800 3.239 -0.154
H -3.978 4.438 -0.729
H -0.647 1.805 -6.082
H 0.723 3.535 -3.967
H -0.745 3.940 -4.855
H 0.791 3.787 -5.718
H 1.798 1.123 -4.390
H 1.839 1.603 -6.089
H 1.029 0.104 -5.621
H 4.224 1.026 0.249
H 2.686 3.283 -1.102
H 4.447 3.104 -1.229
H 3.692 3.379 0.345
H 3.233 1.199 -2.611
H 3.220 -0.355 -1.736
H 4.729 0.529 -1.965
C 5.662 -0.968 2.544
O 5.845 -1.748 1.360
C 4.822 -2.308 0.717
S 5.162 -3.299 -0.542
S 3.241 -1.823 1.305
H 6.646 -0.891 2.997
H 4.964 -1.448 3.230
H 5.293 0.032 2.305
*
```

Mulliken atomic charge list, values in e, 8 entries:
1. V 0.33
2. C -1.90
3. C -0.23
4. O 0.28
5. C -1.34
6. C 1.22
7. C -1.59
8. N 1.90

No. 7
DFT (ωB97M-V/def2-TZVPD) results for C32H41IN4O14P3 as an isolated structure in a non-equilibrium geometry.

Properties
* lowest unoccupied orbital energy: -4.53 eV
* molar mass: 925.5 Da
* E_HOMO: -10.554 eV
* HOMO-LUMO gap: 6.0 eV

Structure (ORCA input):
```
! wB97M-V def2-TZVPD RIJCOSX def2/J DEFGRID3
* xyz 1 1
C -4.276 -0.057 2.075
P -2.529 0.608 2.175
C -2.661 2.243 1.293
C -1.460 -0.561 1.151
C -0.068 -0.165 0.628
C 0.103 1.141 -0.149
C 0.435 2.365 0.705
C 1.919 2.497 1.103
C 1.991 3.515 2.249
O 1.629 4.818 1.757
C 0.387 5.217 2.140
O -0.367 5.722 1.337
C 0.205 -1.475 -0.196
I -0.715 -1.634 -2.093
P 2.096 -1.732 -0.407
N 2.846 -1.128 1.021
O 2.564 -0.729 -1.644
C -0.223 -2.466 0.912
C 0.385 -3.824 0.978
C 1.479 -4.015 2.090
C 2.569 -4.984 1.602
O 3.400 -4.583 0.815
N 2.559 -6.328 2.038
C 3.782 -6.615 2.796
C 4.199 -5.741 3.767
C 5.356 -5.976 4.456
C 6.068 -7.113 4.180
C 5.643 -7.997 3.233
C 4.499 -7.736 2.523
N -1.127 -1.918 1.685
P -1.762 -2.750 3.081
N -2.864 -1.986 3.820
O -2.330 -4.136 2.530
O -0.516 -3.022 4.077
H -4.198 -1.087 1.725
H -4.898 0.555 1.424
H -4.636 -0.059 3.099
H -2.111 3.017 1.822
H -3.710 2.549 1.341
H -2.392 2.203 0.238
H -2.110 -0.782 0.287
H 0.527 -0.093 1.548
H 0.935 1.008 -0.852
H -0.784 1.303 -0.766
H -0.137 2.389 1.636
H 0.198 3.244 0.101
H 2.510 2.939 0.296
H 2.339 1.549 1.448
H 1.239 3.246 3.003
H 2.959 3.533 2.752
H 0.040 5.110 3.183
H 3.346 -0.256 0.872
H 3.506 -1.832 1.339
H 3.454 -0.428 -1.420
H -0.397 -4.568 1.160
H 0.826 -4.112 0.025
H 0.979 -4.497 2.934
H 1.884 -3.086 2.485
H 1.764 -6.485 2.650
H 3.635 -4.846 4.014
H 5.654 -5.263 5.213
H 6.972 -7.285 4.754
H 6.247 -8.876 3.053
H 4.208 -8.443 1.757
H -2.566 -1.795 4.770
H -1.976 -4.826 3.118
H -0.183 -2.157 4.358
C -4.469 3.646 -2.617
C -5.427 4.359 -3.227
C -5.297 5.843 -3.429
O -6.192 6.426 -4.005
C -4.106 6.503 -2.917
C -3.151 5.791 -2.304
C -3.270 4.305 -2.128
O -2.359 3.707 -1.581
O -2.048 6.354 -1.818
O -6.539 3.805 -3.689
H -4.550 2.577 -2.468
H -4.032 7.573 -3.052
H -1.521 5.634 -1.424
H -7.057 4.533 -4.083
C -0.597 2.497 -6.925
C -1.046 2.477 -5.665
C -0.205 1.961 -4.536
O -0.669 1.988 -3.410
C 1.120 1.449 -4.841
C 1.572 1.464 -6.103
C 0.740 2.005 -7.231
O 1.214 2.008 -8.349
O 2.774 1.006 -6.433
O -2.262 2.912 -5.331
H -1.193 2.868 -7.747
H 1.710 1.063 -4.019
H 2.853 1.134 -7.398
H -2.332 2.789 -4.366
*
```

Mulliken atomic charge list, values in e, 8 entries:
1. C -1.12
2. P 0.05
3. C -0.72
4. C -1.04
5. C 0.20
6. C -0.51
7. C -0.97
8. C -0.02

No. 8
DFT (ωB97M-V/def2-TZVPD) results for a 3-piece molecular cluster, H6O3 overall in a non-equilibrium geometry.

Properties
* lowest unoccupied orbital energy: 0.37 eV
* energy relative to the best compared isomer or geometry (same formula, charge and spin): 18.4 kcal/mol
* molar mass: 54.0 Da
* E_HOMO: -10.574 eV
* HOMO-LUMO gap: 10.9 eV
* SMILES: O.O.O

Structure (ORCA input):
```
! wB97M-V def2-TZVPD RIJCOSX def2/J DEFGRID3
* xyz 0 1
O 0.517 -0.364 -0.484
H 1.351 0.080 -0.892
H 0.475 -0.003 0.417
O 0.565 -0.462 2.281
H -0.050 -0.066 2.830
H 1.185 0.241 2.317
O -1.772 0.340 -2.089
H -1.191 0.278 -2.909
H -1.080 -0.044 -1.473
*
```

Mulliken atomic charge list, values in e, 8 entries:
1. O -0.69
2. H 0.33
3. H 0.35
4. O -0.66
5. H 0.32
6. H 0.33
7. O -0.67
8. H 0.29